# 1
{"formula": "C44H41N7O6PSTi", "method": "the ωB97M-V functional and the def2-TZVPD basis", "e_lumo_ev": [2.1, 2.0], "s2": 2.062, "orbital_gap_ev": [5.2183, 6.8662], "largest_force_ev_per_a": 6.1, "spin_multiplicity": 3, "homo_energy_ev": [-3.1280, -4.8746], "de_lowest_kcal_mol": 36.2, "total_charge": -1, "elements": ["Ti", "C", "C", "C", "C", "C", "C", "C", "P", "C", "C", "C", "C", "C", "C", "C", "C", "C", "C", "C", "C", "C", "C", "H", "H", "H", "H", "H", "H", "H", "H", "H", "H", "H", "H", "H", "H", "H", "H", "H", "H", "H", "H", "O", "C", "C", "C", "C", "N", "C", "C", "C", "C", "C", "C", "O", "C", "C", "N", "H", "H", "H", "H", "H", "H", "H", "H", "H", "H", "H", "H", "N", "C", "N", "O", "H", "H", "H", "H", "O", "C", "O", "C", "C", "C", "C", "S", "C", "C", "H", "H", "H", "H", "H", "O", "N", "C", "C", "N", "C", "N"], "xyz": [[-1.2338, -0.6847, 0.2959], [0.6586, 2.6754, 2.7786], [1.6323, 3.1591, 1.7585], [2.6456, 4.0352, 2.1199], [3.5776, 4.4819, 1.1989], [3.5065, 4.0336, -0.1060], [2.4955, 3.1659, -0.4828], [1.5360, 2.7307, 0.4262], [0.1474, 1.6077, -0.0469], [0.6350, 1.3773, -1.8121], [1.5421, 0.3248, -1.9530], [2.1193, 0.0302, -3.1714], [1.7842, 0.7908, -4.2799], [0.8754, 1.8253, -4.1538], [0.2875, 2.1388, -2.9316], [-0.6659, 3.2906, -2.8567], [-1.2280, 2.7922, 0.1194], [-1.1283, 4.1221, 0.5097], [-2.2438, 4.8058, 0.9635], [-3.4607, 4.1434, 1.0792], [-3.5830, 2.8368, 0.6598], [-2.4895, 2.1471, 0.1157], [-2.5761, 0.8297, -0.4605], [1.0154, 2.8736, 3.7871], [0.5172, 1.6039, 2.6439], [-0.3044, 3.1683, 2.6457], [2.7085, 4.3698, 3.1462], [4.3557, 5.1692, 1.4964], [4.2357, 4.3577, -0.8340], [2.4543, 2.8327, -1.5073], [1.8156, -0.2404, -1.0700], [2.8317, -0.7795, -3.2510], [2.2312, 0.5800, -5.2413], [0.6019, 2.4056, -5.0248], [-0.8410, 3.6955, -3.8509], [-0.2613, 4.0799, -2.2239], [-1.6185, 2.9848, -2.4299], [-0.1729, 4.6298, 0.4826], [-2.1564, 5.8417, 1.2577], [-4.3186, 4.6620, 1.4865], [-4.5339, 2.3263, 0.7264], [-2.1579, 0.8308, -1.4737], [-3.6017, 0.4399, -0.4717], [0.0749, -2.2333, 6.7999], [-0.8182, -1.1836, 6.4909], [-0.9232, -0.9872, 5.0028], [-1.5789, 0.1501, 4.4809], [-1.5947, 0.3281, 3.1149], [-1.0154, -0.5089, 2.2575], [-0.4428, -1.6641, 2.7317], [-0.3800, -1.8889, 4.1244], [0.1016, -2.5655, 1.7662], [0.4502, -3.9033, 2.0790], [1.0368, -4.7086, 1.1388], [1.4226, -6.1349, 1.4163], [2.8266, -6.3338, 1.3135], [1.3116, -4.1505, -0.1332], [0.8938, -2.8685, -0.3993], [0.2908, -2.0803, 0.4868], [0.1227, -2.3183, 7.7569], [-0.4703, -0.2425, 6.9479], [-1.8203, -1.4019, 6.8962], [-2.0436, 0.8715, 5.1331], [-2.0836, 1.1936, 2.6733], [0.1288, -2.7564, 4.5101], [0.1802, -4.3008, 3.0452], [0.9025, -6.8030, 0.7127], [1.1511, -6.4282, 2.4329], [3.1098, -5.9468, 0.4786], [1.7800, -4.7405, -0.9076], [1.0532, -2.4394, -1.3828], [3.8892, 0.3143, 0.9211], [2.8797, -0.4422, 1.4285], [3.2242, -1.6868, 1.8604], [1.7424, -0.0116, 1.5091], [4.8408, -0.0002, 0.8683], [3.6624, 1.2562, 0.6500], [4.1093, -2.0960, 1.6243], [2.4624, -2.3132, 2.0783], [0.1383, -0.3663, -8.5105], [-0.4852, 0.4170, -7.5800], [-0.8144, 1.5384, -7.8946], [-0.7068, -0.1760, -6.2633], [-0.1014, -1.3598, -5.8120], [-0.3356, -1.8239, -4.5455], [-1.1880, -1.1452, -3.6551], [-1.4518, -1.8167, -2.0924], [-1.8288, 0.0141, -4.1267], [-1.5761, 0.4889, -5.3862], [0.2871, -1.2527, -8.1589], [0.5933, -1.9133, -6.4361], [0.1301, -2.7348, -4.1986], [-2.5281, 0.5325, -3.4857], [-2.0516, 1.3901, -5.7438], [-2.5196, -1.7358, 0.6119], [-3.6229, -1.9153, 1.2988], [-3.8639, -3.1668, 1.7290], [-2.9842, -4.2272, 1.4896], [-2.2221, -5.0679, 1.2645], [-5.0213, -3.4424, 2.4513], [-5.9618, -3.7030, 3.0698]], "lowdin_spin": [0.7093, 0.0001, 0.0000, 0.0000, 0.0000, 0.0000, -0.0002, -0.0011, 0.0068, 0.0052, 0.0030, 0.0001, 0.0016, 0.0001, 0.0019, 0.0003, -0.0011, 0.0001, -0.0016, 0.0001, -0.0015, -0.0001, 0.0011, 0.0002, 0.0000, 0.0001, 0.0000, 0.0000, 0.0000, 0.0000, 0.0002, 0.0000, 0.0001, 0.0000, 0.0000, 0.0001, 0.0001, 0.0000, -0.0001, 0.0000, 0.0000, 0.0032, 0.0011, 0.0015, 0.0074, 0.0626, 0.0920, 0.0186, 0.1101, 0.1146, 0.0427, 0.1226, 0.0401, 0.0639, 0.0072, 0.0027, 0.0969, 0.0169, 0.1272, 0.0001, 0.0016, 0.0016, 0.0073, -0.0004, 0.0011, 0.0013, 0.0016, 0.0003, 0.0007, 0.0078, 0.0000, 0.0002, 0.0003, 0.0004, 0.0050, 0.0000, 0.0000, 0.0001, 0.0003, 0.0000, 0.0000, 0.0000, 0.0001, 0.0001, 0.0000, 0.0031, 0.0043, 0.0002, 0.0001, 0.0000, 0.0000, 0.0000, 0.0001, 0.0000, -0.0838, 0.0807, 0.1230, 0.0245, 0.0704, 0.0229, 0.0687]}



# 2
{"formula": "C22H42NO4", "method": "the ωB97M-V functional and the def2-TZVPD basis", "e_lumo_ev": [0.7, 0.6], "s2": 0.754, "orbital_gap_ev": [8.5764, 9.8960], "largest_force_ev_per_a": 1.3, "spin_multiplicity": 2, "homo_energy_ev": [-7.9078, -9.2462], "de_lowest_kcal_mol": 0.0, "elements": ["C", "C", "O", "O", "C", "C", "C", "C", "C", "C", "C", "C", "C", "C", "C", "C", "C", "N", "O", "C", "C", "C", "C", "H", "H", "H", "H", "H", "H", "H", "H", "H", "H", "H", "H", "H", "H", "H", "H", "H", "H", "H", "H", "H", "H", "H", "H", "H", "H", "H", "H", "H", "H", "H", "H", "H", "H", "H", "H", "C", "C", "O", "C", "H", "H", "H", "H", "H", "H"], "xyz": [[-1.4766, 7.3138, -7.0381], [-1.7440, 5.8844, -6.6830], [-2.7792, 5.3121, -6.8723], [-0.6604, 5.2797, -6.1489], [-0.9049, 4.2806, -5.1469], [-0.2197, 2.9751, -5.4988], [-0.3021, 1.9686, -4.3382], [1.0479, 1.7028, -3.6699], [0.9370, 0.6587, -2.5514], [2.2870, 0.0591, -2.1252], [2.9606, 0.7353, -0.9281], [2.1370, 0.7458, 0.3601], [1.7661, -0.6749, 0.8456], [0.3232, -1.0879, 0.4548], [-0.5265, -1.6788, 1.5868], [-0.0953, -3.1238, 1.9184], [-1.9848, -1.7138, 1.1215], [-0.4710, -0.8389, 2.8238], [-1.4451, -0.0381, 3.0202], [0.8659, -0.3208, 3.2531], [1.1135, -0.8231, 4.6845], [0.8446, 1.2099, 3.2973], [1.9823, -0.8587, 2.3560], [-0.8159, 7.3512, -7.9064], [-0.9678, 7.8159, -6.2159], [-2.4163, 7.8078, -7.2725], [-0.5053, 4.6703, -4.2044], [-1.9779, 4.1249, -5.0291], [0.8154, 3.1742, -5.7883], [-0.7163, 2.5605, -6.3800], [-1.0052, 2.3333, -3.5810], [-0.6861, 1.0171, -4.7152], [1.4007, 2.6451, -3.2336], [1.7624, 1.3622, -4.4247], [0.2815, -0.1457, -2.9028], [0.4221, 1.1315, -1.7115], [2.1802, -1.0168, -1.9537], [2.9604, 0.1474, -2.9848], [3.9078, 0.2265, -0.7183], [3.1970, 1.7673, -1.2117], [1.2236, 1.3302, 0.2104], [2.6885, 1.2732, 1.1425], [2.4438, -1.3673, 0.3370], [0.3831, -1.8810, -0.2991], [-0.2245, -0.2675, -0.0141], [-0.6639, -3.8097, 1.2868], [-0.3473, -3.3722, 2.9502], [0.9568, -3.3147, 1.7125], [-2.0838, -2.4735, 0.3423], [-2.6554, -1.9799, 1.9382], [-2.2950, -0.7619, 0.6919], [1.1730, -1.9122, 4.7175], [0.3228, -0.4589, 5.3416], [2.0665, -0.4252, 5.0455], [0.4270, 1.6404, 2.3866], [1.8660, 1.5799, 3.4085], [0.2399, 1.5567, 4.1332], [2.8869, -0.3162, 2.6493], [2.1830, -1.9064, 2.5861], [-1.5512, -6.4539, 6.3253], [-1.9791, -5.9607, 4.9634], [-1.5449, -6.4465, 3.9463], [-2.9804, -4.8304, 4.9356], [-0.8347, -7.2636, 6.2123], [-1.0945, -5.6404, 6.8915], [-2.4182, -6.8112, 6.8834], [-2.5783, -3.9558, 5.4497], [-3.9002, -5.1386, 5.4352], [-3.2017, -4.5726, 3.9025]], "lowdin_spin": [0.0000, 0.0000, 0.0000, 0.0000, 0.0000, 0.0000, 0.0000, 0.0000, 0.0001, 0.0002, 0.0000, 0.0000, 0.0004, 0.0161, 0.0252, 0.0082, -0.0021, 0.3890, 0.5074, 0.0251, 0.0119, 0.0073, 0.0039, 0.0000, 0.0000, 0.0000, 0.0000, 0.0000, 0.0000, 0.0000, 0.0000, 0.0000, 0.0000, 0.0000, 0.0001, 0.0000, 0.0001, 0.0000, 0.0000, 0.0000, 0.0000, 0.0000, 0.0000, 0.0022, 0.0004, 0.0003, 0.0015, 0.0000, -0.0003, -0.0006, 0.0004, 0.0008, -0.0001, 0.0005, 0.0013, 0.0004, -0.0004, 0.0004, 0.0001, 0.0000, 0.0000, 0.0000, 0.0000, 0.0000, 0.0000, 0.0000, 0.0000, 0.0000, 0.0000]}



# 3
{"formula": "C5H7NO2", "method": "the ωB97M-V functional and the def2-TZVPD basis", "e_lumo_ev": 0.9, "orbital_gap_ev": 10.8201, "largest_force_ev_per_a": 5.1, "homo_energy_ev": -9.9393, "de_lowest_kcal_mol": 49.8, "smiles": "C[C@H]1O[C@@]1(C)N=C=O", "elements": ["C", "C", "C", "C", "O", "N", "C", "O", "H", "H", "H", "H", "H", "H", "H"], "xyz": [[-0.6925, -0.2206, 0.2417], [0.8624, -0.3877, -0.1252], [-1.7442, -1.2638, 0.5512], [1.9490, 0.6527, -0.0944], [0.3441, -0.4780, 1.1875], [-1.1918, 1.1153, 0.0734], [-0.8098, 1.5945, -0.9382], [-0.4840, 2.0719, -1.9651], [1.1150, -1.2640, -0.7094], [-2.7438, -0.9261, 0.2593], [-1.5374, -2.2266, 0.0782], [-1.7807, -1.4271, 1.6385], [1.7138, 1.4368, 0.6374], [2.8894, 0.1929, 0.2281], [2.1105, 1.1298, -1.0632]], "mulliken_charge": [0.9999, -0.1145, -1.1987, -1.3650, -0.4563, -0.4969, 0.7045, -0.4607, 0.3861, 0.3734, 0.2985, 0.2701, 0.3431, 0.3704, 0.3461]}



# 4
{"formula": "C18H8AsBrN2S6Tc", "method": "the ωB97M-V functional and the def2-TZVPD basis", "e_lumo_ev": -5.2, "orbital_gap_ev": 6.2592, "largest_force_ev_per_a": 0.8, "homo_energy_ev": -11.4283, "de_lowest_kcal_mol": 0.0, "total_charge": 1, "elements": ["Tc", "S", "C", "C", "C", "C", "N", "C", "C", "C", "S", "C", "N", "H", "H", "Br", "C", "C", "C", "C", "C", "C", "C", "C", "C", "C", "H", "H", "H", "H", "H", "H", "S", "As", "S", "S", "S"], "xyz": [[-0.0357, -0.0980, 0.7455], [2.8931, 0.3549, 0.9634], [3.0606, 1.2780, -0.5349], [4.3522, 1.5360, -0.9792], [4.5564, 2.2674, -2.1376], [5.9023, 2.5292, -2.5836], [6.9793, 2.7228, -2.9317], [3.4509, 2.7297, -2.8597], [2.1658, 2.4726, -2.4091], [1.9499, 1.7463, -1.2406], [0.2770, 1.6150, -0.6918], [3.6335, 3.4846, -4.0764], [3.7688, 4.0928, -5.0407], [5.2037, 1.1608, -0.4283], [1.3217, 2.8546, -2.9693], [-2.0483, 1.3801, 1.5061], [-3.3880, 0.1791, 0.8957], [-4.6960, 0.4441, 1.1507], [-5.6631, -0.4694, 0.6794], [-5.2753, -1.5795, -0.0156], [-3.9076, -1.8344, -0.2780], [-3.4940, -2.9792, -1.0109], [-2.1776, -3.2042, -1.2810], [-1.1992, -2.2928, -0.8259], [-1.5294, -1.1783, -0.0761], [-2.9209, -0.9360, 0.1888], [-4.9916, 1.3287, 1.6996], [-6.7099, -0.2793, 0.8749], [-6.0150, -2.2814, -0.3819], [-4.2513, -3.6702, -1.3633], [-1.8768, -4.0732, -1.8518], [-0.1677, -2.4947, -1.0847], [-0.6912, -2.8186, 2.9904], [1.4922, -2.5293, 3.3262], [-0.0176, -0.8365, 3.0231], [1.8399, -1.2233, 0.0741], [2.3568, -2.8432, 1.2703]], "mulliken_charge": [-0.6726, -0.1155, 0.4551, -0.7165, 0.4957, -0.3243, -0.4036, 0.5398, -0.9108, 0.8486, -0.2776, -0.2968, -0.4057, 0.5620, 0.5492, -0.0162, 0.9813, -0.7203, -0.5143, -0.9587, 0.7465, -0.6172, -1.2149, 0.0334, 0.6539, 0.5198, 0.4246, 0.4086, 0.4023, 0.4169, 0.4232, 0.4003, -0.0452, 0.3940, -0.0230, 0.0892, -0.1111]}



# 5
{"formula": "C4H8N2P", "method": "the ωB97M-V functional and the def2-TZVPD basis", "e_lumo_ev": [-5.7, -5.7], "orbital_gap_ev": [4.7893, 4.7944], "largest_force_ev_per_a": 6.2, "homo_energy_ev": [-10.5345, -10.5398], "de_lowest_kcal_mol": 176.0, "total_charge": 1, "elements": ["C", "C", "C", "C", "N", "N", "P", "H", "H", "H", "H", "H", "H", "H", "H"], "xyz": [[2.4494, 0.2725, 0.5415], [0.1284, 0.9912, 0.0300], [-2.1361, 0.0436, 0.1866], [2.7450, -0.8200, -0.4012], [1.3709, 0.8754, 0.3856], [-0.9040, 0.0939, 0.4841], [-6.8207, -0.0946, -0.4767], [3.1751, 0.6968, 1.2098], [-0.0221, 1.8178, -0.6079], [-2.2262, 1.1157, -0.3590], [2.0598, -0.8857, -1.2246], [3.7872, -0.8554, -0.6803], [2.3774, -1.6603, 0.2345], [-0.4286, -0.7327, 0.9634], [-5.5554, -0.8583, -0.2858]], "mulliken_charge": [0.0467, -0.0026, -0.1000, -0.9274, -0.0658, -0.1313, -0.0108, 0.4393, 0.3860, 0.1127, 0.3456, 0.3394, 0.3136, 0.2364, 0.0181]}



# 6
{"formula": "C5H11NO", "method": "the ωB97M-V functional and the def2-TZVPD basis", "e_lumo_ev": 0.9, "orbital_gap_ev": 10.3642, "largest_force_ev_per_a": 0.3, "homo_energy_ev": -9.5118, "de_lowest_kcal_mol": 8.2, "smiles": "CCCNC(C)=O", "elements": ["C", "C", "C", "N", "C", "O", "C", "H", "H", "H", "H", "H", "H", "H", "H", "H", "H", "H"], "xyz": [[1.3034, -1.9348, -0.6152], [1.6150, -0.6374, 0.1147], [0.9468, 0.5930, -0.4859], [-0.5180, 0.5606, -0.5708], [-1.2733, 0.3421, 0.5629], [-0.9939, -0.4950, 1.4004], [-2.4226, 1.3065, 0.7581], [1.8087, -2.7723, -0.1217], [0.2255, -2.1224, -0.5971], [1.6391, -1.8981, -1.6589], [1.3269, -0.7352, 1.1624], [2.6938, -0.4384, 0.0920], [1.2350, 1.4753, 0.1054], [1.3211, 0.7447, -1.5051], [-0.8731, 1.3145, -1.1422], [-2.8494, 1.6709, -0.1809], [-1.9953, 2.1662, 1.2908], [-3.1896, 0.8599, 1.3911]], "mulliken_charge": [-1.1121, -0.3508, -0.7227, -0.2575, 0.7070, -0.5834, -1.1382, 0.3226, 0.2856, 0.3068, 0.3144, 0.3488, 0.3005, 0.4139, 0.2384, 0.3506, 0.2575, 0.3185]}